No. 1
39
Properties=species:S:1:pos:R:3:forces:R:3:lowdin_spin:R:1 method="wB97M-V/def2-TZVPD" spin_multiplicity=3 s2=2.005 total_charge=+2 homo_energy_ev="-15.2 / -15.5" homo_lumo_gap_ev="8.29 / 6.15" e_above_lowest_kcal_mol=8.7 max_force_ev_per_a=0.19 total_energy_ev=-27189.0680
Pt -0.061 -0.050 -0.085 0.0 -0.1 0.0 1.473
C -3.506 -2.811 0.168 0.0 0.0 0.0 0.004
C -2.370 -2.075 0.502 0.1 -0.1 0.0 0.025
N -1.664 -1.424 -0.414 -0.1 0.1 0.0 0.094
C -2.036 -1.494 -1.719 0.1 0.1 0.1 0.006
C -3.124 -2.251 -2.143 -0.1 -0.1 -0.1 0.003
C -3.882 -2.901 -1.149 -0.1 0.0 0.0 0.014
C -3.401 -2.354 -3.549 0.0 0.0 0.0 0.001
C -2.612 -1.741 -4.455 0.0 0.0 0.0 0.001
C -1.516 -0.912 -4.034 -0.1 0.0 -0.2 0.003
C -0.682 -0.210 -4.927 0.0 0.0 0.0 0.015
C 0.297 0.622 -4.441 0.0 0.0 0.0 0.004
C 0.448 0.760 -3.062 -0.1 0.1 0.1 0.026
N -0.301 0.077 -2.204 0.0 -0.1 0.0 0.098
C -1.263 -0.760 -2.675 0.1 0.0 0.1 0.007
H -4.059 -3.315 0.948 0.0 0.0 0.0 0.000
H -2.005 -2.041 1.521 0.0 0.1 0.0 0.003
H -4.757 -3.472 -1.434 0.0 0.0 0.0 0.001
H -4.245 -2.951 -3.870 0.0 0.0 0.0 0.000
H -2.805 -1.849 -5.515 0.0 0.0 0.0 0.000
H -0.823 -0.328 -5.994 0.0 0.0 0.0 0.001
H 0.937 1.186 -5.103 0.0 0.0 0.0 0.000
H 1.162 1.459 -2.645 0.0 -0.1 0.0 0.003
C 3.161 0.082 -0.277 0.0 -0.1 0.0 0.005
O 1.988 0.569 0.417 0.1 0.0 0.1 0.092
C 2.169 0.701 1.844 0.1 0.0 0.0 0.004
C 0.980 1.450 2.349 0.0 0.1 0.1 0.004
O -0.177 0.663 1.992 0.0 0.1 0.0 0.099
C -1.404 1.114 2.613 -0.1 0.1 0.0 0.005
H 4.029 0.640 0.066 0.0 0.0 0.0 0.002
H 3.011 0.261 -1.338 -0.1 0.0 0.0 0.000
H 3.299 -0.981 -0.086 0.0 0.0 0.0 0.001
H 3.082 1.259 2.054 0.0 0.0 -0.1 0.002
H 2.239 -0.291 2.294 0.0 0.0 0.0 0.000
H 0.903 2.437 1.889 0.0 0.0 0.0 0.000
H 1.036 1.559 3.433 -0.1 -0.1 0.0 0.002
H -1.221 1.281 3.672 0.0 0.0 0.0 0.002
H -2.141 0.327 2.491 0.0 0.0 -0.1 0.000
H -1.750 2.034 2.143 0.0 0.0 0.0 0.001

***

No. 2
37
Properties=species:S:1:pos:R:3:forces:R:3:nbo_charge:R:1 method="wB97M-V/def2-TZVPD" total_charge=+1 homo_energy_ev=-13.6 homo_lumo_gap_ev=10.71 e_above_lowest_kcal_mol=120.6 max_force_ev_per_a=12.04 total_energy_ev=-24965.8004
O -0.469 -0.434 0.080 -0.6 -3.1 -4.5 -0.922
H -0.300 -0.194 1.006 0.1 0.8 0.4 0.589
H -0.389 -1.505 -0.318 0.2 1.9 1.9 0.566
H -0.609 0.118 -0.791 0.3 0.2 2.4 0.586
O 0.562 1.875 1.130 -0.4 -0.3 -1.5 -0.985
H 0.931 2.162 1.936 0.5 0.8 1.5 0.478
H 0.664 2.591 0.471 0.0 -0.2 0.2 0.502
O -0.184 -2.796 2.400 0.6 -9.9 -1.3 -0.947
H -0.097 -3.260 3.245 -0.1 0.6 -0.4 0.479
H -0.227 -1.956 2.487 -0.5 8.8 1.6 0.457
O -0.464 -0.173 2.878 -11.1 -2.5 -3.9 -0.968
H -1.413 -0.090 3.379 4.2 -0.1 -1.5 0.532
H 0.234 0.061 3.293 7.0 2.8 5.2 0.476
O 1.015 3.187 -1.215 -2.4 0.3 0.3 -0.940
H 1.860 3.524 -1.110 2.6 1.8 0.4 0.479
H 1.215 2.345 -1.568 -0.2 -2.0 -0.8 0.484
O 2.725 0.040 0.933 0.6 1.4 2.1 -1.031
H 2.171 0.861 0.853 0.2 -1.9 -0.9 0.505
H 2.756 -0.681 0.308 -1.0 1.3 -0.8 0.476
O -1.486 0.916 -2.166 -4.6 -0.3 1.2 -0.971
H -1.141 1.586 -2.712 1.1 1.3 -1.3 0.493
H -2.532 1.185 -2.157 3.8 -1.1 0.2 0.517
O 1.356 0.342 -1.951 -1.8 5.0 3.3 -0.936
H 2.204 0.573 -2.188 3.1 0.8 -0.6 0.473
H 1.191 -0.373 -2.428 -1.4 -5.1 -3.2 0.476
O -3.222 -1.595 0.277 0.8 -7.9 -0.5 -0.968
H -3.542 -2.135 -0.490 -0.2 2.0 1.1 0.493
H -3.268 -0.723 0.331 -0.9 5.8 -0.8 0.483
O -0.634 -2.926 -0.696 -0.5 2.3 0.5 -0.929
H -0.348 -3.755 -1.027 0.4 -1.1 -0.5 0.524
H -1.565 -2.757 -0.871 -0.2 -0.6 0.1 0.503
O 2.397 -1.757 -1.063 -0.4 -2.6 4.4 -0.926
H 2.557 -2.210 -0.110 -1.4 0.8 -3.1 0.481
H 3.305 -1.743 -1.261 2.2 0.2 -1.4 0.474
O -2.145 3.139 -0.320 1.4 2.4 2.1 -0.959
H -1.468 2.699 -0.848 0.2 0.3 0.4 0.469
H -1.642 3.859 0.284 -1.7 -2.7 -2.3 0.487

***

No. 3
81
Properties=species:S:1:pos:R:3:forces:R:3:lowdin_spin:R:1 method="wB97M-V/def2-TZVPD" spin_multiplicity=6 s2=8.754 total_charge=-2 homo_energy_ev="-1.4 / -1.7" homo_lumo_gap_ev="5.50 / 5.82" e_above_lowest_kcal_mol=0.0 max_force_ev_per_a=0.61 total_energy_ev=-100769.6846
Mn -0.093 -0.573 1.028 0.0 -0.5 0.3 4.690
O -1.799 -2.156 1.622 0.1 0.2 0.0 0.039
C -1.529 -3.318 2.048 0.0 -0.1 0.0 0.005
C -2.199 -3.863 3.196 0.0 0.0 0.0 0.003
C -1.957 -5.130 3.665 0.0 0.0 0.0 0.001
C -1.041 -5.985 3.032 0.0 0.0 0.0 0.002
C -0.379 -5.501 1.919 0.0 0.0 0.0 0.001
C -0.573 -4.208 1.428 0.0 0.0 -0.1 0.002
C 0.147 -3.812 0.230 -0.1 0.0 0.1 0.009
N 0.285 -2.595 -0.124 0.1 0.1 -0.1 0.028
N 0.931 -2.370 -1.335 0.0 -0.1 0.1 0.006
C 0.727 -1.123 -1.686 0.0 0.1 -0.1 0.006
O 0.027 -0.256 -1.062 0.1 0.1 -0.4 0.036
C 1.436 -0.664 -2.930 0.0 -0.1 0.1 0.001
C 1.576 0.701 -3.156 0.0 0.0 0.0 0.000
C 2.273 1.160 -4.267 0.0 0.0 0.0 0.000
C 2.821 0.258 -5.167 0.0 0.0 0.0 0.000
C 2.678 -1.108 -4.947 0.0 0.0 0.0 0.000
C 1.995 -1.567 -3.831 0.0 0.0 0.0 0.000
H -2.905 -3.208 3.693 0.0 0.0 0.0 0.000
H -2.488 -5.476 4.548 0.0 0.0 0.0 0.000
H -0.860 -6.987 3.401 0.0 0.0 0.0 0.000
H 0.331 -6.140 1.396 0.0 0.0 0.0 0.000
H 0.573 -4.599 -0.405 0.0 0.0 0.0 0.002
H 1.162 1.388 -2.430 0.0 0.0 0.0 0.000
H 2.403 2.225 -4.413 0.0 0.0 0.0 0.000
H 3.371 0.616 -6.030 0.0 0.0 0.0 0.000
H 3.112 -1.817 -5.643 0.0 0.0 0.0 0.000
H 1.889 -2.625 -3.630 0.0 0.0 0.0 0.000
C -3.907 1.826 -3.103 0.0 0.0 0.0 0.000
C -3.161 3.074 -2.612 0.0 0.0 0.0 0.000
C -1.731 3.056 -3.170 0.0 0.0 0.0 0.000
C -3.881 4.308 -3.157 0.0 0.0 0.0 0.000
C -3.098 3.062 -1.084 0.0 0.0 0.0 0.000
C -3.618 4.096 -0.290 0.0 0.0 0.0 0.000
C -3.489 4.100 1.092 0.0 0.0 0.0 0.000
C -2.824 3.044 1.700 0.0 0.0 0.0 0.001
S -2.387 2.766 3.360 0.0 0.0 0.0 0.004
C -1.584 1.270 2.884 0.1 -0.1 0.1 0.010
N -1.680 1.004 1.626 0.1 0.0 0.0 0.032
C -2.333 1.992 0.922 0.0 -0.1 0.0 0.004
C -2.461 2.001 -0.459 0.0 0.0 0.0 0.000
C -0.796 0.440 3.815 -0.2 0.1 -0.2 0.008
C -0.935 0.612 5.194 0.0 0.0 0.0 0.000
C -0.175 -0.161 6.054 0.0 0.0 0.0 0.004
C 0.711 -1.090 5.511 0.0 0.0 0.1 0.001
C 0.828 -1.235 4.135 0.0 0.0 -0.1 0.010
C 0.085 -0.481 3.212 0.0 0.1 0.3 0.024
H -3.949 1.818 -4.197 0.0 0.0 0.0 0.000
H -4.928 1.807 -2.717 0.0 0.0 0.0 0.000
H -3.408 0.913 -2.779 0.0 0.0 0.0 0.000
H -1.752 3.053 -4.264 0.0 0.0 0.0 0.000
H -1.184 2.171 -2.840 0.0 0.0 0.0 0.000
H -1.172 3.932 -2.834 0.0 0.0 0.0 0.000
H -3.906 4.261 -4.248 0.0 0.0 0.0 0.000
H -3.367 5.230 -2.875 0.0 0.0 0.0 0.000
H -4.912 4.366 -2.799 0.0 0.0 0.0 0.000
H -4.120 4.934 -0.755 0.0 0.0 0.0 0.000
H -3.879 4.926 1.673 0.0 0.0 0.0 0.000
H -2.002 1.188 -1.011 0.0 0.0 0.0 0.000
H -1.638 1.336 5.598 0.0 0.0 0.0 0.000
H -0.272 -0.048 7.128 0.0 0.0 0.0 0.000
H 1.309 -1.708 6.175 0.0 0.0 0.0 0.000
H 1.529 -1.980 3.761 0.0 0.0 0.0 0.002
C 3.558 -2.810 1.062 0.0 0.0 0.0 0.000
C 3.514 -1.402 0.587 0.0 0.0 0.0 0.003
N 2.526 -0.562 0.787 -0.1 0.2 -0.1 0.027
C 2.899 0.623 0.203 0.0 0.0 0.0 0.001
C 4.141 0.488 -0.363 0.1 -0.1 -0.1 0.000
N 4.516 -0.807 -0.101 0.0 0.0 0.0 0.001
C 5.069 1.362 -1.118 0.1 0.2 0.2 0.000
O 4.668 2.582 -1.340 0.0 -0.1 -0.2 0.000
O 6.163 0.926 -1.452 0.0 0.0 -0.1 0.000
C 2.000 1.830 0.239 0.2 -0.1 0.2 0.003
O 2.447 2.874 -0.341 -0.1 0.0 -0.1 0.002
O 0.932 1.721 0.843 -0.1 0.1 -0.1 0.028
H 2.552 -3.220 1.050 0.0 0.0 0.0 0.000
H 3.933 -2.858 2.087 0.0 0.0 0.0 0.000
H 4.199 -3.421 0.425 0.0 0.0 0.0 0.000
H 5.386 -1.199 -0.420 0.0 0.0 0.0 0.000
H 3.671 2.725 -0.943 -0.1 0.0 0.2 0.000

***

No. 4
53
Properties=species:S:1:pos:R:3:forces:R:3:nbo_charge:R:1 method="wB97M-V/def2-TZVPD" smiles="CC(C)(C)c1ccc(C(=O)Nc2cccc(C(=O)N3CCOCC3)c2)cc1" homo_energy_ev=-8.8 homo_lumo_gap_ev=9.17 e_above_lowest_kcal_mol=26.1 max_force_ev_per_a=0.61 total_energy_ev=-32359.6968
C -6.038 -1.056 -0.733 0.2 0.0 0.1 -0.605
C -4.665 -1.465 -0.195 -0.1 -0.2 -0.1 -0.083
C -4.877 -2.277 1.091 0.0 0.1 -0.1 -0.594
C -3.976 -2.337 -1.255 -0.1 0.1 0.1 -0.594
C -3.776 -0.272 0.115 0.0 0.1 0.0 0.013
C -4.188 1.044 -0.062 0.0 -0.1 0.0 -0.230
C -3.350 2.103 0.236 0.3 0.1 0.1 -0.153
C -2.061 1.876 0.698 -0.4 -0.2 0.1 -0.164
C -1.202 3.033 1.064 0.1 0.1 0.1 0.671
O -1.610 3.966 1.725 -0.2 0.0 0.0 -0.585
N 0.113 2.989 0.685 0.3 0.4 0.3 -0.615
C 0.767 2.177 -0.242 0.2 -0.3 -0.4 0.146
C 0.122 1.638 -1.353 0.1 0.1 0.0 -0.231
C 0.827 0.858 -2.251 0.0 0.0 0.0 -0.189
C 2.178 0.618 -2.071 0.2 0.0 0.1 -0.200
C 2.833 1.160 -0.973 -0.2 0.2 -0.3 -0.117
C 4.314 0.987 -0.833 0.0 0.1 0.1 0.663
O 5.082 1.418 -1.672 0.0 0.0 -0.3 -0.612
N 4.743 0.373 0.297 0.1 0.0 0.2 -0.433
C 3.925 -0.401 1.202 -0.1 -0.5 0.1 -0.248
C 4.320 -1.882 1.092 -0.3 0.2 0.1 -0.077
O 5.692 -2.067 1.338 0.1 -0.1 0.1 -0.521
C 6.478 -1.331 0.424 0.1 0.3 -0.1 -0.078
C 6.163 0.164 0.507 0.3 -0.2 -0.1 -0.258
C 2.129 1.942 -0.067 -0.1 -0.1 -0.1 -0.199
C -1.641 0.564 0.897 -0.1 0.1 0.0 -0.197
C -2.490 -0.485 0.610 0.1 0.0 0.0 -0.162
H -6.582 -0.459 -0.004 -0.1 0.1 0.0 0.211
H -5.946 -0.493 -1.659 0.0 0.1 -0.1 0.210
H -6.626 -1.948 -0.940 0.0 -0.1 0.0 0.214
H -5.531 -3.124 0.894 -0.1 -0.1 0.0 0.208
H -5.338 -1.655 1.856 -0.1 0.0 0.1 0.213
H -3.937 -2.657 1.482 0.1 -0.1 0.1 0.206
H -3.805 -1.762 -2.162 0.0 0.0 -0.1 0.211
H -4.605 -3.190 -1.502 -0.1 -0.1 0.0 0.209
H -3.019 -2.711 -0.902 0.1 -0.1 0.0 0.206
H -5.176 1.265 -0.430 -0.1 0.0 0.0 0.219
H -3.688 3.120 0.106 0.0 0.1 0.0 0.228
H 0.683 3.706 1.120 -0.2 -0.1 0.0 0.412
H -0.923 1.846 -1.523 0.0 0.0 0.0 0.229
H 0.318 0.450 -3.111 -0.1 0.0 -0.1 0.219
H 2.733 0.027 -2.783 0.1 0.0 -0.1 0.225
H 2.870 -0.280 0.960 0.1 0.0 0.1 0.229
H 4.109 -0.057 2.227 -0.1 0.0 0.0 0.197
H 3.792 -2.477 1.838 0.0 0.0 -0.1 0.197
H 4.065 -2.248 0.084 0.0 0.0 0.1 0.163
H 7.518 -1.524 0.691 0.0 0.0 -0.1 0.200
H 6.291 -1.687 -0.601 0.0 0.0 0.1 0.168
H 6.703 0.717 -0.261 0.0 -0.1 0.1 0.252
H 6.430 0.542 1.500 0.0 0.0 -0.1 0.196
H 2.644 2.384 0.775 0.0 0.0 0.1 0.212
H -0.654 0.365 1.290 0.1 0.0 0.0 0.217
H -2.137 -1.491 0.781 0.0 -0.1 0.0 0.202